Computed, not measured: a structure of composition CHNO5S2, with ωB97M-V with the def2-TZVPD basis set.

Geometry as XYZ:
```
10
Properties=species:S:1:pos:R:3:forces:R:3
C 0.167 -0.333 -1.391 0.605 0.952 1.242
N 0.136 0.418 -0.418 -0.261 -0.987 -2.109
O 0.688 2.223 2.269 -0.054 -0.548 1.716
O -1.599 -2.113 -1.521 0.068 0.203 1.081
O 1.041 3.655 0.338 -0.042 0.646 -0.600
O -0.639 -1.558 0.794 -0.648 -0.574 -1.671
O 0.558 -2.950 -0.770 0.208 0.428 -0.346
S 0.289 2.465 0.864 0.541 2.301 0.220
S -0.423 -1.870 -0.667 -0.722 -2.795 0.634
H -0.218 0.063 0.502 0.304 0.375 -0.168
```
Positions in Å, forces in eV/Å.

Energy above the lowest of the compared OMol25 structures with the same formula, charge and spin, kJ/mol: 0.0
⟨S²⟩: 2.009
HOMO energy (spin up / spin down), eV: 1.692 / -1.556
Gap between HOMO and LUMO (spin up / spin down), eV: 4.496 / 7.291
Energy, eV: -34447.41870
Multiplicity: 3
Charge: -2
F_max, Eh/bohr: 0.0575

Computed, not measured: the ion CHO2S2 with charge -1, with ωB97M-V with the def2-TZVPD basis set.

Geometry as XYZ:
```
6
Properties=species:S:1:pos:R:3:forces:R:3
C 3.526 0.153 -0.061 0.871 -0.645 -0.987
O 1.700 -1.645 0.030 -0.355 -2.041 -0.461
O 4.079 1.203 -0.046 1.033 1.439 0.184
S -0.248 1.111 0.109 -1.077 1.598 -2.071
S 1.921 -0.193 0.098 -0.508 0.442 1.755
H -0.383 0.590 1.272 0.035 -0.793 1.580
```
Positions in Å, forces in eV/Å.

Energy above the lowest of the compared OMol25 structures with the same formula, charge and spin, kJ/mol: 0.0
⟨S²⟩: 2.010
HOMO energy (spin up / spin down), eV: -2.458 / -3.161
Gap between HOMO and LUMO (spin up / spin down), eV: 6.165 / 5.473
Energy, eV: -26816.18793
Multiplicity: 3
Charge: -1
F_max, Eh/bohr: 0.0550